# 1
A structure of composition C34H36N6O6SeV, computed with wB97M-V/def2-TZVPD.

## Properties
LUMO energy (spin up / spin down), eV: -0.33 / -0.47

Geometry as ORCA input:
```
! wB97M-V def2-TZVPD RIJCOSX def2/J DEFGRID3
* xyz 0 2
V -0.225 -0.212 -0.229
O 2.712 -1.018 6.085
C 1.624 -0.134 5.904
C 1.180 -0.168 4.470
C 0.076 0.580 4.064
C -0.302 0.561 2.742
N 0.337 -0.171 1.816
C 1.368 -0.941 2.211
C 1.826 -0.939 3.524
C 1.894 -1.842 1.168
C 3.017 -2.637 1.343
C 3.380 -3.518 0.338
C 4.595 -4.403 0.475
O 5.044 -4.554 1.807
C 2.606 -3.554 -0.816
C 1.535 -2.691 -0.938
N 1.182 -1.845 0.031
H 3.016 -0.957 6.994
H 1.906 0.895 6.159
H 0.777 -0.413 6.540
H -0.484 1.179 4.772
H -1.152 1.132 2.394
H 2.660 -1.557 3.820
H 3.601 -2.592 2.250
H 5.425 -3.953 -0.074
H 4.390 -5.372 0.009
H 4.438 -5.138 2.274
H 2.835 -4.239 -1.622
H 0.932 -2.668 -1.833
O 0.612 1.793 -2.703
N 0.794 0.856 -1.965
O 1.455 0.954 -0.873
O 0.349 -0.327 -2.223
C 0.126 -7.085 -0.724
C -0.508 -5.733 -0.539
C -0.985 -5.009 -1.622
C -1.583 -3.759 -1.471
C -2.048 -3.014 -2.692
C -1.708 -3.215 -0.188
Se -2.432 -1.446 0.046
C -1.265 -3.947 0.924
C -1.419 -3.415 2.321
C -0.664 -5.185 0.728
H 0.489 -7.215 -1.744
H -0.590 -7.886 -0.525
H 0.967 -7.224 -0.041
H -0.884 -5.423 -2.621
H -1.948 -3.638 -3.581
H -1.469 -2.098 -2.839
H -3.088 -2.705 -2.589
H -0.851 -2.492 2.456
H -1.079 -4.148 3.054
H -2.459 -3.159 2.528
H -0.313 -5.738 1.594
C -1.373 4.308 -5.490
C -1.257 5.020 -4.170
C -2.247 5.885 -3.718
C -2.144 6.508 -2.483
C -1.029 6.292 -1.686
N -0.973 6.919 -0.408
C -0.405 6.437 0.744
O 0.005 7.181 1.616
N -0.329 5.065 0.913
C -1.111 4.037 0.366
C -2.417 4.209 -0.074
C -3.075 3.121 -0.619
C -2.448 1.891 -0.668
N -1.204 1.707 -0.198
C -0.551 2.770 0.286
C -0.011 5.464 -2.143
C -0.138 4.825 -3.363
H -2.368 4.425 -5.917
H -1.172 3.242 -5.368
H -0.650 4.698 -6.208
H -3.126 6.058 -4.329
H -2.939 7.150 -2.123
H -1.017 7.927 -0.393
H 0.227 4.831 1.722
H -2.899 5.173 0.003
H -4.084 3.218 -0.996
H -2.937 1.019 -1.081
H 0.468 2.599 0.612
H 0.867 5.298 -1.530
H 0.642 4.150 -3.689
*
```

# 2
A cluster of 2 separate species, C34H36NO in total, computed with wB97M-V/def2-TZVPD.

## Properties
LUMO energy, eV: -5.51

Geometry as ORCA input:
```
! wB97M-V def2-TZVPD RIJCOSX def2/J DEFGRID3
* xyz 1 1
C 5.119 -5.418 -1.808
C 3.815 -4.688 -1.783
C 3.788 -3.285 -1.771
C 2.583 -2.599 -1.738
C 1.336 -3.290 -1.715
C 0.099 -2.574 -1.695
C -1.144 -3.198 -1.796
C -2.387 -2.570 -1.767
C -3.630 -3.275 -1.777
C -4.868 -2.568 -1.800
C -6.081 -3.237 -1.815
C -6.125 -4.640 -1.805
C -7.439 -5.353 -1.808
C -4.922 -5.358 -1.791
C -3.701 -4.701 -1.771
C 1.391 -4.718 -1.728
C 2.603 -5.390 -1.767
H 4.949 -6.498 -1.812
H 5.708 -5.163 -2.698
H 5.733 -5.174 -0.933
H 4.733 -2.738 -1.789
H 2.566 -1.508 -1.738
H 0.141 -1.485 -1.634
H -1.144 -4.279 -1.937
H -2.428 -1.479 -1.758
H -4.837 -1.476 -1.810
H -7.019 -2.679 -1.835
H -7.283 -6.435 -1.807
H -8.037 -5.094 -0.925
H -8.036 -5.094 -2.691
H -4.961 -6.449 -1.795
H -2.784 -5.290 -1.749
H 0.468 -5.297 -1.705
H 2.626 -6.481 -1.784
O 1.997 3.152 0.065
C 1.207 3.572 1.163
C 1.245 5.098 1.091
C 1.379 5.690 -0.160
C 1.427 7.087 -0.257
C 1.336 7.878 0.892
C 1.195 7.273 2.145
C 1.157 5.879 2.250
C -0.220 3.005 1.035
C -0.446 1.772 0.423
C -1.757 1.298 0.273
C -2.840 2.058 0.735
C -2.605 3.294 1.347
C -1.298 3.769 1.494
C 1.823 3.034 2.465
C 3.263 3.513 2.736
C 3.883 2.342 3.511
C 3.110 1.095 3.040
N 1.937 1.610 2.365
H 2.216 2.206 0.175
H 1.467 5.068 -1.053
H 1.529 7.540 -1.245
H 1.360 8.967 0.811
H 1.112 7.872 3.053
H 1.053 5.392 3.226
H 0.386 1.173 0.041
H -1.923 0.336 -0.216
H -3.863 1.696 0.605
H -3.435 3.907 1.702
H -1.112 4.741 1.953
H 1.177 3.309 3.325
H 3.766 3.639 1.766
H 3.294 4.471 3.261
H 4.958 2.253 3.340
H 3.719 2.493 4.587
H 3.721 0.532 2.316
H 2.864 0.408 3.862
H 1.087 1.060 2.413
*
```

# 3
A structure of composition C34H37BrN6O4P2Rh, computed with wB97M-V/def2-TZVPD.

## Properties
LUMO energy (spin up / spin down), eV: -2.33 / -2.33

Geometry as ORCA input:
```
! wB97M-V def2-TZVPD RIJCOSX def2/J DEFGRID3
* xyz 1 1
Rh 0.473 -0.360 -0.493
N -0.838 2.237 0.152
N -1.984 2.241 -0.643
C -2.250 1.221 -1.491
N -3.366 1.353 -2.223
N -1.390 0.210 -1.540
N -1.795 -0.966 -2.169
O -1.086 -1.911 -1.879
O -2.732 -1.023 -2.952
H -1.102 2.340 1.124
H -0.201 2.974 -0.125
H -2.412 3.126 -0.877
H -4.128 1.878 -1.826
H -3.602 0.552 -2.796
O -1.621 -5.142 2.911
C -1.313 -3.917 2.463
C -0.089 -3.293 2.689
C 0.122 -2.051 2.136
N -0.775 -1.376 1.394
C -1.967 -1.956 1.304
Br -3.418 -0.939 0.626
C -2.289 -3.214 1.769
H -0.883 -5.528 3.398
H 0.682 -3.764 3.285
H 1.063 -1.548 2.306
H -3.274 -3.632 1.628
C 2.721 -2.743 -0.045
O 3.064 -1.440 0.461
C 2.152 -0.512 0.501
C 2.725 0.705 1.168
H 2.567 -3.403 0.807
H 3.568 -3.086 -0.631
H 1.818 -2.676 -0.653
H 3.791 0.593 1.372
H 2.203 0.886 2.112
H 2.546 1.572 0.533
C 0.980 -0.740 -3.980
P 1.687 0.011 -2.453
C 1.938 1.764 -2.930
C 0.890 2.653 -2.692
C 1.018 4.003 -2.980
C 2.208 4.489 -3.507
C 3.247 3.611 -3.770
C 3.114 2.258 -3.487
C 3.386 -0.668 -2.492
C 4.399 -0.027 -1.778
C 5.679 -0.551 -1.731
C 5.970 -1.736 -2.397
C 4.970 -2.391 -3.097
C 3.683 -1.867 -3.135
P -0.328 0.267 -4.855
C -1.225 -1.028 -5.796
C -1.337 -2.362 -5.420
C -2.138 -3.236 -6.144
C -2.848 -2.787 -7.245
C -2.745 -1.456 -7.630
C -1.948 -0.585 -6.908
C 0.711 0.977 -6.192
C 0.956 2.344 -6.206
C 1.737 2.914 -7.204
C 2.266 2.119 -8.208
C 2.033 0.748 -8.198
C 1.265 0.181 -7.196
H 0.573 -1.711 -3.707
H 1.808 -0.877 -4.677
H -0.037 2.272 -2.291
H 0.189 4.677 -2.801
H 2.322 5.545 -3.713
H 4.169 3.977 -4.203
H 3.932 1.591 -3.722
H 4.186 0.902 -1.261
H 6.451 -0.039 -1.173
H 6.970 -2.146 -2.365
H 5.186 -3.315 -3.617
H 2.915 -2.415 -3.665
H -0.814 -2.743 -4.553
H -2.213 -4.272 -5.839
H -3.488 -3.464 -7.793
H -3.292 -1.095 -8.492
H -1.873 0.452 -7.216
H 0.531 2.973 -5.434
H 1.925 3.980 -7.198
H 2.855 2.563 -8.999
H 2.450 0.121 -8.976
H 1.086 -0.888 -7.202
*
```

One value per record, in order, for ΔE to the lowest compared entry with this formula, charge and spin: 0.0, 4.8, 26.2 kcal per mole.
One value per record, in order, for electronic energy: -148101.6328, -39372.9708, -144608.3443 eV.